(1)
Density functional theory data (wB97M-V/def2-TZVPD) for a structure of composition C8H12B2F14O4Pt.

Each line ends with the Löwdin spin population.
CARTESIAN COORDINATES (ANGSTROEM)
Pt 0.499 -1.244 -0.021  1.6158
F 2.200 0.812 -4.739  0.0012
F 1.555 -3.027 0.346  0.0607
F 1.842 -3.785 2.541  0.0015
F 3.531 -3.104 1.180  0.0018
F -3.490 1.703 1.276  0.0001
F -0.318 -2.651 -1.501  0.0632
F -0.899 -2.805 0.668  0.0443
F -1.150 -4.539 -0.760  0.0030
F 3.839 0.904 -3.394  0.0007
F 1.932 -1.525 1.936  0.0217
F 2.852 -1.026 -3.664  0.0003
F -2.575 -2.733 -0.989  0.0005
F -2.278 2.262 -0.370  -0.0001
F -2.325 3.526 1.411  0.0001
O -1.099 1.544 2.946  0.0062
O -0.737 0.257 1.088  0.0788
O 2.072 -0.126 -1.116  0.0688
O 0.371 0.057 -2.452  0.0014
C -2.248 2.243 0.969  0.0005
C 2.635 0.298 -3.578  0.0027
C -1.033 1.503 1.531  0.0063
C 1.741 0.489 -2.263  0.0131
C -1.849 0.291 -3.178  0.0001
C -0.233 1.504 5.128  0.0002
C 0.088 1.214 3.650  -0.0002
C -0.384 0.688 -3.477  0.0001
B -1.298 -3.168 -0.638  0.0023
B 2.196 -2.831 1.574  0.0040
H -1.924 0.131 -2.100  -0.0001
H 0.881 1.899 3.343  0.0000
H -0.514 1.750 -3.226  0.0001
H 0.322 0.156 3.552  -0.0001
H 0.281 0.897 5.881  0.0000
H 0.047 2.538 5.341  0.0000
H -0.037 0.546 -4.499  0.0000
H -0.160 2.118 1.249  0.0003
H -2.176 -0.709 -3.481  0.0000
H -2.621 0.997 -3.485  0.0001
H 1.711 1.596 -2.187  0.0005
H -1.246 1.351 5.506  0.0000

As for the expectation value of S²: 2.00. As for the spin multiplicity: 3. The orbital gap (alpha / beta) is 0.2704 / 0.2847 Eh. As for the total charge: -2.



(2)
Density functional theory data (wB97M-V/def2-TZVPD) for a structure of composition C36H44CoF5N3OSTe.

Each line ends with the Löwdin spin population.
CARTESIAN COORDINATES (ANGSTROEM)
Te -1.630 3.122 -2.356  0.0031
Co -0.284 0.754 0.180  0.9556
S 0.774 -0.212 2.066  -0.0035
F -2.070 4.088 -3.897  0.0000
F -2.544 1.724 -3.201  -0.0003
F -0.847 4.719 -1.774  0.0027
F -3.277 3.737 -1.719  0.0022
F -0.063 2.741 -3.294  0.0000
O -1.244 2.226 -0.866  0.0172
N 1.255 0.501 -0.918  -0.0322
N 0.048 -0.719 4.535  0.0070
N -1.323 -0.741 -0.642  0.0199
C -0.499 0.776 6.262  0.0045
C 1.964 0.233 -4.503  -0.0007
C -4.668 -2.787 0.883  0.0009
C 3.372 -2.596 0.794  -0.0002
C 1.934 3.264 -0.449  0.0002
C 3.893 -2.219 -1.623  -0.0001
C -1.656 -3.624 -1.254  0.0000
C -3.116 0.634 2.902  -0.0001
C -1.151 -4.826 -0.448  0.0000
C 5.038 1.388 0.690  -0.0028
C -2.636 -2.797 -0.433  0.0011
C -0.308 -0.494 5.822  0.0017
C -3.772 -3.435 0.054  -0.0001
C -3.025 0.583 1.377  -0.0005
C 2.901 2.138 -0.147  -0.0020
C 0.751 -0.263 -5.007  0.0014
C -0.306 1.834 5.348  0.0030
C 2.548 0.805 -0.405  -0.0007
C 3.449 -0.240 -0.131  -0.0028
C 4.144 2.408 0.415  0.0004
C 3.110 -1.693 -0.416  -0.0002
C 4.690 0.077 0.407  0.0003
C 1.195 3.682 0.826  0.0084
C -0.259 -0.526 -4.124  -0.0003
C 2.143 0.459 -3.165  -0.0006
C -2.420 -1.450 -0.080  0.0012
C 1.104 0.218 -2.226  -0.0044
C 0.248 0.254 3.606  0.0074
C 0.056 1.580 4.055  0.0028
C 2.595 4.473 -1.109  0.0000
C -3.973 1.593 0.739  -0.0001
C -4.396 -1.493 1.289  -0.0002
C -1.213 -0.761 -1.934  0.0018
C -0.118 -0.317 -2.734  0.0014
C -3.263 -0.820 0.848  0.0008
C -2.272 -4.092 -2.576  0.0001
H -4.145 0.488 3.232  -0.0001
H 0.472 4.470 0.615  0.0002
H -2.671 -3.259 -3.157  0.0001
H -0.780 -3.019 -1.485  0.0000
H 3.074 0.870 -2.801  0.0001
H 3.135 4.175 -2.009  0.0000
H -1.955 -5.533 -0.238  0.0000
H 0.651 2.834 1.260  0.0053
H 3.023 -3.609 0.585  0.0000
H 3.690 -1.633 -2.519  0.0000
H 3.621 -3.257 -1.828  0.0000
H 0.219 2.376 3.343  0.0001
H 3.295 4.979 -0.440  0.0000
H -3.868 1.605 -0.342  0.0000
H -5.082 -0.992 1.961  0.0000
H 1.828 5.192 -1.398  0.0000
H -0.430 -1.366 6.446  0.0000
H 1.905 4.034 1.580  0.0004
H -5.559 -3.294 1.228  0.0001
H 4.423 3.433 0.625  0.0001
H -2.503 -0.143 3.364  0.0000
H -0.723 -4.505 0.502  0.0000
H 2.855 -2.227 1.679  -0.0002
H -3.776 2.600 1.110  0.0000
H -2.038 -1.189 -2.504  0.0008
H -5.005 1.330 0.982  -0.0001
H 2.044 -1.748 -0.647  0.0000
H -1.204 -0.913 -4.488  0.0000
H -2.788 1.608 3.268  0.0000
H -0.441 2.855 5.679  0.0000
H 4.438 -2.654 1.021  0.0000
H 2.774 0.456 -5.187  -0.0002
H 0.190 -1.666 4.205  -0.0002
H -0.380 -5.355 -1.011  0.0000
H 4.967 -2.183 -1.427  0.0000
H -3.094 -4.788 -2.392  0.0000
H -0.788 0.961 7.285  0.0002
H -1.993 0.884 1.126  0.0002
H 5.399 -0.716 0.612  0.0001
H 0.616 -0.426 -6.067  0.0001
H -1.526 -4.607 -3.184  0.0000
H 6.006 1.613 1.119  -0.0002
H -3.956 -4.467 -0.220  0.0000
H 1.199 2.882 -1.154  0.0000

As for the expectation value of S²: 0.77. As for the spin multiplicity: 2. The orbital gap (alpha / beta) is 0.2287 / 0.2280 Eh.



(3)
Density functional theory data (wB97M-V/def2-TZVPD) for a cluster of 2 separate species, C7H17NOSi in total.

Each line ends with the Löwdin charge.
CARTESIAN COORDINATES (ANGSTROEM)
Si -0.639 0.358 0.322  0.6047
O 0.042 -0.648 1.358  -0.2970
N 0.167 1.829 0.723  -0.3271
C -1.706 -0.020 -1.038  -0.3265
C -0.219 -1.910 1.836  -0.1371
C 1.814 -1.261 -2.053  -0.0718
C 0.734 2.150 2.002  -0.1156
C -0.069 2.882 -0.174  -0.1926
C 2.632 -1.785 -1.062  -0.0605
C -2.475 -1.287 -1.296  -0.2315
H 1.732 -0.347 -2.587  0.0269
H 0.631 1.165 2.492  0.0689
H -1.829 -2.056 -1.294  -0.0008
H 3.477 -1.133 -0.611  0.0739
H 0.809 3.545 -0.178  0.0823
H 0.059 2.720 2.685  0.1016
H 0.730 -2.236 2.283  0.0798
H -3.466 -1.307 -0.812  0.0670
H -0.622 -2.527 0.988  0.1004
H -1.002 3.564 0.117  0.1103
H -2.921 -1.202 -2.337  0.0818
H -1.847 0.797 -1.820  0.0314
H 1.029 -1.913 -2.497  0.0480
H -0.834 -1.655 2.829  0.1324
H 2.543 -2.710 -0.628  -0.0014
H -0.528 2.595 -1.185  0.0799
H 1.758 2.391 1.939  0.0727

Its SMILES is C/C=[Si](\OC)N(C)C.C=C. The orbital gap is 0.2831 Eh. The value obtained for the energy above the lowest of the compared OMol25 structures with the same formula, charge and spin is 99.8 kcal per mole.



(4)
Density functional theory data (wB97M-V/def2-TZVPD) for a structure of composition C5H8O2.

Each line ends with the Löwdin charge.
CARTESIAN COORDINATES (ANGSTROEM)
O -1.987 -0.508 1.576  -0.0695
O 0.099 1.753 0.352  0.0780
C 0.726 -0.642 -0.027  0.0071
C 0.793 0.844 -0.032  -0.3869
C 1.883 -0.718 -0.706  -0.0251
C 2.143 0.779 -0.794  -0.0789
C -2.136 0.663 1.317  -0.1604
H 2.133 1.225 -1.793  0.1103
H 3.006 1.153 -0.234  0.1106
H -1.973 1.454 2.069  0.0865
H 0.014 -1.358 0.365  0.0820
H -2.464 1.009 0.319  0.0870
H -2.361 -1.864 -0.341  0.0125
H -2.331 -2.228 -0.991  0.0394
H 2.455 -1.561 -1.081  0.1074

The orbital gap is 0.3834 Eh. The value obtained for the energy above the lowest of the compared OMol25 structures with the same formula, charge and spin is 81.3 kcal per mole.



(5)
Density functional theory data (wB97M-V/def2-TZVPD) for a cluster of 3 separate species, C3H8NOS in total.

Each line ends with the Löwdin charge.
CARTESIAN COORDINATES (ANGSTROEM)
S -1.491 -5.545 2.870  0.4478
O -1.346 3.225 -2.026  0.2437
N 1.537 0.107 -0.984  -0.0033
C 2.337 -0.316 -0.126  -0.1023
C -1.285 3.717 -0.634  0.0909
C -0.481 2.718 -1.257  0.1731
H 0.365 2.043 -1.225  0.1228
H -0.811 4.656 -0.368  0.1557
H 1.576 -0.210 -1.943  0.0568
H -1.851 -6.590 3.633  -0.2194
H 2.199 -0.303 0.878  0.0234
H -2.037 -5.931 1.707  -0.2285
H -2.070 3.387 -0.107  0.0998
H 3.357 -0.957 -0.417  0.1395

The orbital gap is 0.1711 Eh. The value obtained for the energy above the lowest of the compared OMol25 structures with the same formula, charge and spin is 123.3 kcal per mole. As for the total charge: +1.



(6)
Density functional theory data (wB97M-V/def2-TZVPD) for a cluster of 2 separate species, C6H5NS in total.

Each line ends with the Löwdin charge.
CARTESIAN COORDINATES (ANGSTROEM)
S -0.083 2.146 0.328  0.8638
N -2.023 0.888 -0.872  0.0226
C 2.862 0.780 0.044  -0.0535
C -0.760 -0.500 0.516  -0.0893
C -1.645 -1.251 -0.194  -0.0646
C 3.428 0.174 0.899  -0.0046
C -2.292 -0.362 -1.153  -0.1104
C -0.954 0.900 0.051  -0.9088
H 4.076 -0.171 1.665  0.0141
H -2.778 -0.734 -2.035  0.1087
H 2.255 1.196 -0.729  -0.0103
H -0.172 -0.752 1.413  0.1124
H -1.913 -2.313 0.067  0.1199

Its SMILES is S=C1C=CC=N1.C#C. The orbital gap is 0.2719 Eh. The value obtained for the energy above the lowest of the compared OMol25 structures with the same formula, charge and spin is 75.8 kcal per mole.